Formula: C12H4Cl5N2PdS5SbSe
Source: OMol25
Level of theory: wB97M-V/def2-TZVPD

energy above the lowest of the compared OMol25 structures with the same formula, charge and spin	4.3	kcal per mole
charge	-2
LUMO energy	3.84	eV

CARTESIAN COORDINATES (ANGSTROEM)
Pd 1.48820 -1.33599 -1.30332
Cl 1.40189 -2.54242 1.78122
C 2.31128 -1.07885 1.58174
C 2.39644 -0.50881 0.31491
C 3.13369 0.66749 0.21525
Cl 3.24567 1.43071 -1.33440
C 3.76726 1.25133 1.31018
Cl 4.67742 2.71219 1.13208
C 3.66542 0.65125 2.56068
Cl 4.44805 1.35811 3.93416
C 2.92980 -0.52113 2.69873
Cl 2.79906 -1.26816 4.25532
S -2.82548 -0.16289 -4.11925
Sb -0.62158 -0.24304 -3.64708
S 0.33832 -2.33368 -3.16357
S -0.21346 0.33423 -1.12876
S 0.78844 1.31550 -4.48856
Se -1.66900 -0.87137 -0.00764
C -3.04585 0.41341 0.29309
C -3.95643 0.15401 1.31527
C -4.97840 1.05645 1.54628
N -5.15397 2.18216 0.85372
C -4.27566 2.41079 -0.12360
C -3.22018 1.57272 -0.44744
H -3.86703 -0.73320 1.93084
H -5.69258 0.86816 2.34268
H -4.42958 3.31784 -0.69862
H -2.56728 1.81371 -1.27458
S 3.35023 -2.73278 -1.30110
C 2.97515 -4.09990 -2.21640
N 2.80017 -5.07783 -2.81183